Record 1
Formula: C31H18IN9O2S3ScSe
Source: the Open Molecules 2025 dataset
Level of theory: ωB97M-V/def2-TZVPD

Its electronic energy is -6490.14801 a.u. As for the charge: -1.

CARTESIAN COORDINATES (ANGSTROEM)
Sc -0.166 -1.589 0.763
C 4.145 -0.436 1.479
C 3.250 0.757 1.636
N 3.798 1.944 1.762
C 3.012 3.021 1.923
C 1.642 2.965 1.986
C 0.893 4.234 2.300
O 0.793 4.464 3.706
C 1.014 1.703 1.850
C -0.408 1.554 2.016
N -1.066 0.458 1.889
C -2.391 0.415 2.347
C -2.844 1.190 3.417
C -4.145 1.098 3.876
C -5.031 0.214 3.279
C -4.599 -0.585 2.239
C -3.286 -0.502 1.782
I -1.026 -2.755 3.254
C 1.830 0.564 1.640
O 1.343 -0.616 1.483
H 5.130 -0.203 1.876
H 4.247 -0.684 0.420
H 3.723 -1.304 1.984
H 3.530 3.971 2.014
H -0.104 4.242 1.852
H 1.442 5.084 1.897
H 0.734 3.615 4.155
H -0.954 2.452 2.311
H -2.146 1.842 3.927
H -4.459 1.700 4.719
H -6.050 0.131 3.636
H -5.260 -1.306 1.776
S 1.481 2.403 -6.208
N 2.314 1.285 -5.387
C 1.593 0.975 -4.326
C 1.948 0.020 -3.307
C 3.132 -0.715 -3.365
C 3.399 -1.604 -2.356
C 2.483 -1.727 -1.313
N 1.351 -1.045 -1.243
C 1.070 -0.175 -2.225
C -0.191 0.564 -2.143
N -0.992 0.344 -1.085
C -2.128 1.019 -1.021
C -2.560 1.932 -1.978
C -1.754 2.169 -3.063
C -0.544 1.484 -3.151
C 0.365 1.694 -4.249
N 0.182 2.533 -5.251
H 3.806 -0.564 -4.197
H 4.299 -2.202 -2.353
H 2.663 -2.432 -0.513
H -2.754 0.846 -0.158
H -3.510 2.433 -1.854
H -2.022 2.867 -3.844
S -0.911 -3.126 -1.269
C 0.125 -4.407 -0.735
S 1.167 -4.052 0.579
C 0.079 -5.649 -1.353
C -0.837 -5.901 -2.408
N -1.575 -6.120 -3.269
C 0.936 -6.716 -0.982
N 1.633 -7.597 -0.718
Se -4.451 -2.874 -1.126
C -3.528 -1.977 -0.046
N -2.859 -1.324 0.728

Atom charges from the natural (NBO) analysis, given in e for atoms 1 to 4: 1.37, -0.65, 0.18, -0.40

=====

Record 2
Formula: C3H10NOS
Source: the Open Molecules 2025 dataset
Level of theory: ωB97M-V/def2-TZVPD

Its electronic energy is -648.48980 a.u. As for the charge: -1.

CARTESIAN COORDINATES (ANGSTROEM)
C 1.341 0.121 0.211
C 0.452 1.367 -0.046
S -0.360 1.459 -1.764
N 2.143 0.412 1.414
H 0.700 -0.785 0.245
H 1.975 0.033 -0.627
H -0.302 1.415 0.755
H 1.004 2.307 -0.058
H -0.671 -0.847 -1.466
H 1.614 0.153 2.229
H 3.039 -0.156 1.363
C -2.232 -1.081 -0.405
O -1.076 -1.662 -1.038
H -2.012 -0.056 -0.122
H -3.066 -1.049 -1.148
H -2.548 -1.630 0.457

Atom charges from the natural (NBO) analysis, given in e for atoms 1 to 4: -0.26, -0.50, -0.73, -0.85

=====

Record 3
Formula: C11H19BF2N5O4S2Tc
Source: the Open Molecules 2025 dataset
Level of theory: ωB97M-V/def2-TZVPD

Its electronic energy is -2107.07554 a.u. As for the charge: +1. The spin multiplicity is 4. Its expectation value of S² is 3.759.

CARTESIAN COORDINATES (ANGSTROEM)
Tc -0.208 -0.524 -0.111
N -1.950 1.003 -1.223
C -3.146 0.698 -0.438
C -2.838 0.981 1.017
N -1.720 0.150 1.530
C -2.164 -0.984 2.383
C -2.029 -2.338 1.710
N -0.614 -2.567 1.394
H -2.080 0.724 -2.187
H -1.783 2.005 -1.235
H -4.020 1.284 -0.745
H -3.385 -0.357 -0.587
H -2.545 2.029 1.123
H -3.727 0.840 1.635
H -1.164 0.752 2.129
H -1.560 -0.980 3.296
H -3.193 -0.824 2.711
H -2.450 -3.111 2.362
H -2.586 -2.358 0.774
H -0.102 -2.842 2.227
H -0.509 -3.340 0.744
N 0.848 0.323 3.042
C 1.673 0.779 2.049
N 1.500 0.477 0.786
C 2.520 1.058 0.011
C 2.689 0.897 -1.358
C 3.734 1.563 -1.973
C 4.603 2.380 -1.247
C 4.451 2.535 0.118
C 3.407 1.856 0.732
S 2.998 1.820 2.425
H 0.500 -0.612 2.869
H 1.175 0.459 3.987
H 2.033 0.254 -1.921
H 3.882 1.438 -3.036
H 5.408 2.889 -1.755
H 5.124 3.159 0.688
O 0.818 -1.746 -1.622
S -0.424 -2.355 -2.180
O -0.395 -3.731 -2.485
O -1.510 -1.878 -1.286
O -0.693 -1.639 -3.572
F 0.278 0.486 -3.346
B -0.302 -0.434 -4.087
F -0.546 -0.222 -5.350

Atom charges from the natural (NBO) analysis, given in e for atoms 1 to 4: 1.07, -0.84, -0.24, -0.23

=====

Record 4
Formula: C5H7NOS
Source: the Open Molecules 2025 dataset
Level of theory: ωB97M-V/def2-TZVPD

Its electronic energy is -722.84850 a.u. As for the charge: 0. As for the structure (SMILES): C=CC(=O)C(=S)NC.

CARTESIAN COORDINATES (ANGSTROEM)
C 1.285 -1.103 1.575
C -0.742 0.262 1.032
C -0.450 -0.065 -0.436
C -0.748 0.966 -1.466
C -0.425 0.766 -2.738
H 1.330 -1.942 2.317
H 1.019 -1.692 0.760
H 2.200 -0.510 1.309
H 0.185 0.264 2.716
H -1.081 1.931 -1.095
H -0.157 -0.213 -3.133
H -0.451 1.555 -3.496
N 0.190 -0.227 1.867
O -0.119 -1.166 -0.753
S -2.037 1.173 1.540

Atom charges from the natural (NBO) analysis, given in e for atoms 1 to 4: -0.45, 0.04, 0.49, -0.32

=====

Record 5
Formula: C6H10O
Source: the Open Molecules 2025 dataset
Level of theory: ωB97M-V/def2-TZVPD

Its electronic energy is -309.68466 a.u. As for the charge: 0.

CARTESIAN COORDINATES (ANGSTROEM)
C 2.080 -0.349 -0.801
C 1.428 0.381 0.298
C 0.419 1.351 -0.217
C -0.972 0.695 -0.031
O -1.120 -0.485 -0.839
C -1.247 -1.317 0.332
C -1.196 -0.100 1.271
H 2.858 -1.054 -0.485
H 2.427 0.300 -1.623
H 1.217 -0.905 -1.234
H -0.335 -0.079 1.938
H 0.410 2.250 0.416
H 0.508 1.650 -1.279
H -1.746 1.435 -0.275
H -0.409 -2.027 0.410
H -2.191 -1.871 0.321
H -2.131 0.126 1.796

Atom charges from the natural (NBO) analysis, given in e for atoms 1 to 4: -0.81, 0.20, -0.61, 0.14

=====

Record 6
Formula: C20H51LiN3OSi4TeV
Source: the Open Molecules 2025 dataset
Level of theory: ωB97M-V/def2-TZVPD

Its electronic energy is -3409.21724 a.u. As for the charge: +2.

CARTESIAN COORDINATES (ANGSTROEM)
N -1.516 -1.181 -0.262
C -2.730 -1.377 -0.501
O -3.879 -1.562 -0.718
Li 2.176 -2.020 0.227
V 0.059 -0.120 -0.012
N 0.991 -0.193 -1.615
N 1.389 -0.933 1.140
C 0.381 0.232 -2.889
C 1.099 -1.779 2.325
C 0.005 -0.999 -3.720
C 1.344 1.113 -3.697
C -0.881 1.035 -2.603
C 2.342 -2.625 2.632
C 0.736 -0.929 3.539
C -0.065 -2.698 1.981
H 0.889 -1.579 -4.011
H -0.513 -0.688 -4.635
H -0.667 -1.659 -3.155
H 1.752 1.920 -3.076
H 0.797 1.572 -4.532
H 2.174 0.541 -4.127
H -1.673 0.404 -2.183
H -1.254 1.446 -3.550
H -0.683 1.875 -1.921
H 2.646 -3.258 1.770
H 2.105 -3.300 3.465
H 3.190 -1.998 2.942
H 1.610 -0.404 3.942
H 0.356 -1.583 4.337
H -0.041 -0.188 3.304
H -0.973 -2.138 1.726
H -0.278 -3.330 2.855
H 0.167 -3.369 1.139
C 2.425 0.091 1.354
H 2.195 0.980 0.748
H 2.502 0.408 2.405
H 3.429 -0.276 1.055
C 2.232 -1.002 -1.762
H 2.722 -0.752 -2.711
H 2.996 -0.766 -0.992
H 2.040 -2.099 -1.788
C -5.386 0.578 1.673
Si -4.684 2.008 2.669
C -6.074 3.246 2.985
C -4.017 1.359 4.304
Si -2.935 3.093 1.527
Te -0.634 2.088 1.206
Si -3.722 3.800 -0.563
C -5.156 5.007 -0.372
C -2.304 4.643 -1.474
C -4.309 2.291 -1.523
Si -2.339 4.986 2.790
C -3.751 6.230 2.916
C -1.862 4.413 4.521
C -0.861 5.835 1.985
H -6.102 0.035 2.308
H -4.618 -0.139 1.352
H -5.918 0.917 0.775
H -6.897 2.693 3.463
H -5.776 4.054 3.664
H -6.465 3.696 2.063
H -3.087 0.792 4.163
H -3.826 2.157 5.033
H -4.769 0.678 4.729
H -4.887 5.912 0.185
H -5.456 5.313 -1.386
H -6.029 4.551 0.112
H -1.343 4.131 -1.335
H -2.543 4.646 -2.548
H -2.185 5.686 -1.147
H -3.797 1.363 -1.235
H -5.387 2.134 -1.378
H -4.129 2.463 -2.594
H -4.667 5.807 3.343
H -3.410 7.036 3.584
H -3.998 6.682 1.948
H -1.130 3.594 4.495
H -1.400 5.265 5.043
H -2.729 4.082 5.107
H -0.020 5.146 1.827
H -1.119 6.286 1.018
H -0.527 6.638 2.660

Atom charges from the Mulliken analysis, given in e for atoms 1 to 4: -0.51, 0.90, -0.44, 0.79

=====

Record 7
Formula: C22H33IrN6O3Te
Source: the Open Molecules 2025 dataset
Level of theory: ωB97M-V/def2-TZVPD

Its electronic energy is -1783.73941 a.u. As for the charge: +3. The spin multiplicity is 6. Its expectation value of S² is 8.780.

CARTESIAN COORDINATES (ANGSTROEM)
Ir -1.006 -0.172 -0.876
N -1.488 -2.180 -1.715
C -0.314 -3.098 -1.618
C -0.038 -3.711 -3.001
C 1.290 -4.426 -3.267
C 1.525 -5.729 -2.481
N 2.561 -5.617 -1.457
C 3.865 -5.721 -1.694
N 4.325 -5.989 -2.915
N 4.734 -5.555 -0.698
C 0.887 -2.363 -1.015
O 1.790 -3.001 -0.524
O 0.864 -1.049 -1.058
H -2.346 -2.617 -1.392
H -1.648 -1.965 -2.699
H -0.570 -3.877 -0.897
H -0.110 -2.905 -3.740
H -0.862 -4.395 -3.219
H 2.138 -3.758 -3.108
H 1.275 -4.655 -4.334
H 1.799 -6.553 -3.140
H 0.614 -6.063 -1.985
H 2.288 -5.289 -0.545
H 3.705 -6.152 -3.688
H 5.304 -6.162 -3.071
H 4.422 -5.379 0.241
H 5.726 -5.617 -0.852
Te -0.480 2.365 -1.244
C -2.008 3.092 -2.412
C -1.969 4.461 -2.714
C -2.973 5.009 -3.492
C -3.998 4.202 -3.973
C -4.029 2.840 -3.681
C -3.038 2.280 -2.899
H -1.162 5.087 -2.358
H -2.956 6.063 -3.731
H -4.778 4.635 -4.584
H -4.829 2.223 -4.067
H -3.061 1.221 -2.670
C -1.622 5.273 4.419
C -0.294 4.651 4.909
N 0.068 3.506 4.111
C 1.167 3.597 3.171
C 0.942 4.682 2.110
C -0.659 2.263 4.365
O -1.367 2.243 5.325
C -0.464 1.076 3.478
C -0.122 -0.126 4.097
C -0.104 -1.276 3.335
C -0.461 -1.193 2.001
N -0.796 -0.044 1.401
C -0.788 1.077 2.132
H -1.841 6.102 5.090
H -2.434 4.552 4.481
H -1.529 5.654 3.406
H -0.430 4.306 5.937
H 0.524 5.365 4.850
H 1.332 2.620 2.725
H 2.047 3.855 3.774
H 0.050 4.473 1.520
H 1.808 4.677 1.452
H 0.858 5.673 2.551
H 0.111 -0.154 5.153
H 0.152 -2.232 3.768
H -0.496 -2.084 1.388
H -1.102 1.981 1.624

Atom charges from the natural (NBO) analysis, given in e for atoms 1 to 4: 1.00, -0.87, -0.18, -0.40